(1)
Density functional theory data (wB97M-V/def2-TZVPD) for a cluster of 2 separate species, H2NO2P in total.

```
6
Properties=species:S:1:pos:R:3
N -1.887 -0.579 0.067
O -2.489 -0.029 0.934
O -0.907 -0.273 -0.536
P 2.318 0.516 0.125
H 2.082 -0.216 -0.985
H 0.883 0.582 0.394
```

Results
HOMO (alpha / beta) = -0.37985 / -0.32914 Ha
Frontier orbital gap (alpha / beta) = 9.12 / 6.89 eV
E_LUMO (alpha / beta) = -1.2 / -2.1 eV

=====

(2)
Density functional theory data (wB97M-V/def2-TZVPD) for an isolated molecule of C3H6N2S2.

```
13
Properties=species:S:1:pos:R:3
C 0.218 -1.014 0.007
C -1.109 0.936 0.730
C -1.110 0.937 -0.737
H 2.116 0.771 -0.027
H 1.693 -2.342 0.002
H -0.883 1.864 1.300
H -1.726 0.220 1.236
H -1.760 0.212 -1.230
H -0.902 1.849 -1.281
N 1.511 -1.356 -0.001
N 0.041 0.399 0.003
S 2.904 -0.325 -0.001
S -0.993 -2.149 -0.001
```

Results
Structure (SMILES) = S=C(NS)N1CC1
HOMO = -0.30567 Ha
Frontier orbital gap = 8.94 eV
E_LUMO = 0.6 eV

=====

(3)
Density functional theory data (wB97M-V/def2-TZVPD) for a cluster of 2 separate species, C5H5NO in total.

```
12
Properties=species:S:1:pos:R:3
O -2.157 -0.936 1.878
C -1.195 -0.857 1.143
C -0.705 0.422 0.559
C 0.759 0.563 0.388
C -0.079 0.452 -0.842
C 0.641 -0.465 -1.643
N 1.796 -0.570 -1.915
H -0.591 -1.753 0.858
H -1.339 1.288 0.732
H 1.272 -0.360 0.687
H 1.937 0.888 -0.414
H -0.340 1.328 -1.431
```

Results
HOMO = -0.35917 Ha
Frontier orbital gap = 9.23 eV
E_LUMO = -0.5 eV

=====

(4)
Density functional theory data (wB97M-V/def2-TZVPD) for a structure of composition C25H19As2ClF7Ir.

```
55
Properties=species:S:1:pos:R:3
Ir -1.174 1.448 -0.218
Cl -3.844 -0.194 -0.248
C -3.042 1.209 -0.905
H -3.637 2.094 -0.687
H -2.862 1.061 -1.974
F 0.191 4.845 4.483
C -0.175 4.055 3.478
C -1.510 3.703 3.364
C -1.891 2.879 2.319
C -0.912 2.434 1.436
C 0.429 2.831 1.527
C 0.801 3.644 2.580
H -2.225 4.076 4.084
H -2.924 2.579 2.206
H 1.166 2.556 0.776
H 1.819 3.990 2.696
F -0.360 1.117 -2.446
As 0.001 2.801 -2.990
F 1.399 2.700 -1.987
F -0.904 3.213 -1.413
F 0.229 4.453 -3.268
F -1.539 2.794 -3.732
F 0.810 2.232 -4.362
C -1.138 -3.803 3.509
C -2.154 -2.940 3.125
C -1.927 -1.983 2.148
C -0.673 -1.897 1.559
C 0.359 -2.749 1.952
C 0.118 -3.704 2.927
As -0.256 -0.743 0.080
C -0.318 -1.687 -1.579
C -1.416 -2.204 -2.240
C -1.210 -2.830 -3.463
C 0.070 -2.916 -3.994
C 1.164 -2.391 -3.318
C 0.980 -1.761 -2.096
C 2.045 -1.134 -1.278
C 3.390 -1.064 -1.617
C 4.282 -0.429 -0.765
C 3.859 0.131 0.434
C 2.520 0.069 0.791
C 1.635 -0.562 -0.068
H -1.323 -4.550 4.269
H -3.130 -3.008 3.587
H -2.723 -1.306 1.872
H 1.343 -2.677 1.506
H 0.915 -4.369 3.232
H -2.411 -2.135 -1.822
H -2.049 -3.244 -4.003
H 0.220 -3.396 -4.951
H 2.150 -2.469 -3.756
H 3.748 -1.496 -2.541
H 5.327 -0.373 -1.040
H 4.571 0.616 1.088
H 2.186 0.486 1.734
```

Results
HOMO (alpha / beta) = -0.43426 / -0.43429 Ha
Frontier orbital gap (alpha / beta) = 7.13 / 5.61 eV
E_LUMO (alpha / beta) = -4.7 / -6.2 eV
Net charge = +1
Multiplicity = 2

=====

(5)
Density functional theory data (wB97M-V/def2-TZVPD) for a structure of composition C47H52AsHfN2OP2SSi2.

```
109
Properties=species:S:1:pos:R:3
Hf -0.237 0.218 0.716
O -0.421 -2.970 1.261
S -1.216 -2.506 0.096
C -2.458 -1.344 0.833
C -3.715 -1.424 0.237
C -4.815 -0.880 0.876
C -4.668 -0.273 2.120
C -3.422 -0.186 2.712
C -2.282 -0.722 2.093
P -0.665 -0.803 3.074
C -0.992 -2.013 4.368
C -1.650 -1.556 5.513
C -1.951 -2.451 6.525
C -1.583 -3.785 6.403
C -0.911 -4.228 5.273
C -0.607 -3.347 4.247
C -0.460 0.831 3.857
C -1.214 1.993 3.687
C -0.832 3.173 4.318
C 0.293 3.205 5.125
C 1.060 2.056 5.290
C 0.699 0.887 4.649
C 0.035 -1.424 -0.709
C 1.266 -2.228 -0.940
C 2.366 -1.560 -1.278
C 2.289 -0.065 -1.254
C 0.989 0.418 -1.844
C -0.150 -0.325 -1.696
P -1.790 0.097 -2.336
C -2.247 -1.427 -3.188
C -1.313 -2.350 -3.660
C -1.740 -3.497 -4.311
C -3.096 -3.720 -4.511
C -4.031 -2.797 -4.060
C -3.610 -1.659 -3.393
C -1.451 1.371 -3.576
C -1.206 2.681 -3.159
C -0.935 3.669 -4.091
C -0.929 3.363 -5.446
C -1.188 2.067 -5.867
C -1.442 1.069 -4.937
H -3.825 -1.951 -0.703
H -5.797 -0.970 0.430
H -5.537 0.105 2.642
H -3.343 0.245 3.700
H -1.913 -0.512 5.630
H -2.463 -2.106 7.413
H -1.815 -4.480 7.198
H -0.616 -5.264 5.188
H -0.092 -3.697 3.365
H -2.104 2.002 3.074
H -1.437 4.061 4.193
H 0.575 4.117 5.633
H 1.934 2.073 5.928
H 1.301 -0.005 4.797
H 1.218 -3.308 -0.886
H 3.288 -2.048 -1.563
H 3.140 0.416 -1.732
H 0.979 1.276 -2.508
H -0.250 -2.171 -3.536
H -1.014 -4.210 -4.677
H -3.424 -4.612 -5.027
H -5.085 -2.966 -4.232
H -4.343 -0.938 -3.046
H -1.225 2.933 -2.103
H -0.741 4.683 -3.768
H -0.728 4.137 -6.174
H -1.192 1.828 -6.922
H -1.641 0.059 -5.273
N -3.102 5.828 0.186
C -2.543 4.628 0.296
C -1.174 4.470 0.625
C -0.653 3.215 0.715
N -1.358 2.076 0.488
C -2.678 2.228 0.186
C -3.289 3.441 0.095
H -2.575 6.673 0.334
H -4.076 5.932 -0.049
H -0.543 5.328 0.812
H 0.392 3.091 0.986
H -3.234 1.317 0.014
H -4.342 3.488 -0.149
C 3.003 -2.559 2.214
Si 3.955 -0.991 1.819
C 4.440 -0.073 3.373
C 5.363 -1.199 0.601
As 2.421 0.513 0.703
Si 3.385 2.733 0.571
C 5.228 2.581 0.380
C 2.622 3.488 -0.967
C 2.948 3.585 2.180
H 3.294 -2.906 3.209
H 3.213 -3.358 1.504
H 1.923 -2.393 2.217
H 5.321 -0.557 3.801
H 3.645 -0.127 4.119
H 4.697 0.977 3.222
H 6.285 -1.348 1.169
H 5.530 -0.337 -0.046
H 5.226 -2.080 -0.025
H 5.528 2.309 -0.633
H 5.705 1.895 1.079
H 5.639 3.575 0.580
H 2.821 2.871 -1.846
H 3.120 4.445 -1.145
H 1.549 3.678 -0.917
H 3.664 3.283 2.948
H 1.954 3.392 2.587
H 3.059 4.665 2.055
```

Results
HOMO = -0.55941 Ha
Frontier orbital gap = 6.50 eV
E_LUMO = -8.7 eV
Net charge = +3

=====

(6)
Density functional theory data (wB97M-V/def2-TZVPD) for an isolated molecule of C3H3N3O2.

```
11
Properties=species:S:1:pos:R:3
C -0.467 -0.068 0.662
C 1.417 0.631 -0.901
C -0.680 -0.143 -0.693
H -0.752 -0.673 2.336
H 2.360 0.843 -1.292
H -1.601 -1.443 -1.985
N 0.754 0.232 1.296
N 0.212 0.531 -1.449
N -1.628 -1.098 -1.055
O -1.504 -0.266 1.513
O 1.882 0.402 0.361
```

Results
Structure (SMILES) = [H]/N=c1\nconc1O
HOMO = -0.35268 Ha
Frontier orbital gap = 8.87 eV
E_LUMO = -0.7 eV

=====

Ordered energy above the lowest of the compared OMol25 structures with the same formula, charge and spin results: 140.21; 43.55; 142.91; 23.02; 18.20; 145.10; unit kcal per mole.
Ordered max |F| results: 1.854; 1.296; 4.799; 1.429; 0.746; 7.746; unit eV/Å.
Ordered E_tot results: -14900.685; -27857.208; -8797.222; -182289.120; -161902.309; -11719.665; unit eV.